This record from OMol25 describes a single C5H8S2 molecule. The level of theory is ωB97M-V/def2-TZVPD.

Output
**LUMO level**: 0.0305 Ha
**SMILES**: C=C(C)S/C=C\S
**Relative energy (zero: lowest compared OMol25 entry of this formula, charge and spin)**: 28.1 kcal per mole
**HOMO-LUMO gap**: 8.794 eV
**Strongest force on any atom**: 0.76 eV/Å
**Net charge**: 0

Atoms and positions in Å:
1 C -1.68 0.30 0.59
2 C -2.98 0.61 0.51
3 C 0.86 -0.71 -0.06
4 C 1.23 0.63 -0.61
5 C 1.73 -1.64 0.30
6 S -0.89 -1.14 -0.07
7 S -4.31 -0.24 -0.25
8 H -1.02 0.95 1.14
9 H -3.34 1.51 0.99
10 H 2.31 0.74 -0.64
11 H 0.82 1.43 0.01
12 H 0.84 0.75 -1.62
13 H 2.79 -1.47 0.23
14 H -3.58 -1.19 -0.84
15 H 1.42 -2.60 0.68

---

This record from OMol25 describes a single C5H8S2 molecule in a non-equilibrium geometry. The level of theory is ωB97M-V/def2-TZVPD.

Output
**LUMO level**: 0.0295 Ha
**SMILES**: CC1(C)SC=CS1
**Relative energy (zero: lowest compared OMol25 entry of this formula, charge and spin)**: 34.8 kcal per mole
**HOMO-LUMO gap**: 8.612 eV
**Strongest force on any atom**: 3.21 eV/Å
**Net charge**: 0

Atoms and positions in Å:
1 C 2.47 0.83 0.21
2 C 2.62 -0.48 0.26
3 C -0.20 0.03 0.11
4 C -0.96 -0.15 1.46
5 C -1.15 -0.05 -1.17
6 S 0.90 1.54 -0.03
7 S 1.13 -1.42 -0.05
8 H 3.32 1.54 0.61
9 H 3.56 -0.94 0.14
10 H -0.22 -0.46 2.37
11 H -1.75 -0.92 1.19
12 H -1.33 0.79 1.89
13 H -0.64 0.32 -2.07
14 H -2.05 0.46 -0.94
15 H -1.45 -1.06 -1.28

---

This record from OMol25 describes a single C5H9B molecule in a non-equilibrium geometry. The level of theory is ωB97M-V/def2-TZVPD.

Output
**LUMO level (spin up / spin down)**: -0.0333 / -0.0317 Ha
**Relative energy (zero: lowest compared OMol25 entry of this formula, charge and spin)**: 46.8 kcal per mole
**HOMO-LUMO gap (spin up / spin down)**: 7.363 / 8.215 eV
**Strongest force on any atom**: 1.19 eV/Å
**Net charge**: 0

Atoms and positions in Å:
1 B -0.66 -0.07 0.05
2 C 0.34 0.46 1.05
3 C 1.73 0.23 0.99
4 C -0.39 -1.34 -0.67
5 C 2.39 -0.13 -0.13
6 C -2.02 0.75 -0.20
7 H 0.01 1.09 1.87
8 H 2.31 0.38 1.89
9 H 0.33 -2.07 -0.34
10 H -1.02 -1.72 -1.47
11 H 1.87 -0.15 -1.08
12 H 3.43 -0.38 -0.14
13 H -1.96 1.76 0.19
14 H -2.87 0.27 0.26
15 H -2.22 0.82 -1.27

---

This record from OMol25 describes a molecular structure, C5H9B in a non-equilibrium geometry. The level of theory is ωB97M-V/def2-TZVPD.

Output
**LUMO level**: 0.0217 Ha
**Relative energy (zero: lowest compared OMol25 entry of this formula, charge and spin)**: 40.1 kcal per mole
**HOMO-LUMO gap**: 10.015 eV
**Strongest force on any atom**: 3.83 eV/Å
**Net charge**: 0

Atoms and positions in Å:
1 B 0.10 -0.14 -0.13
2 C -1.25 0.67 0.15
3 C 0.77 -2.59 -0.04
4 C -0.29 1.88 0.42
5 C 0.95 1.15 -0.03
6 C 0.10 -1.60 -0.66
7 H -1.87 0.68 -0.71
8 H -2.06 0.48 0.97
9 H 1.36 -2.54 0.86
10 H 0.64 -3.70 -0.33
11 H -0.45 2.86 0.00
12 H -0.43 2.14 1.57
13 H 1.08 1.51 -1.09
14 H 1.79 1.11 0.66
15 H -0.45 -1.90 -1.62

---

This record from OMol25 describes a molecular structure, C5H9BeO3 in a non-equilibrium geometry. The level of theory is ωB97M-V/def2-TZVPD.

Output
**LUMO level**: 0.1131 Ha
**Relative energy (zero: lowest compared OMol25 entry of this formula, charge and spin)**: 0.0 kcal per mole
**HOMO-LUMO gap**: 4.940 eV
**Strongest force on any atom**: 7.18 eV/Å
**Net charge**: -1

Atoms and positions in Å:
1 H 3.24 -1.38 0.65
2 O -1.28 0.28 0.61
3 Be -2.29 -1.96 1.44
4 O -1.11 -1.91 0.82
5 C -0.64 -0.85 0.43
6 O 0.50 -0.72 -0.19
7 C 1.21 -1.83 -0.72
8 C -0.79 1.50 0.00
9 C -1.77 2.61 0.30
10 H 0.21 1.72 0.40
11 H -0.70 1.33 -1.08
12 H -1.89 2.74 1.38
13 H -1.37 3.54 -0.12
14 H -2.75 2.41 -0.15
15 C 2.55 -1.61 -0.90
16 H 0.86 -2.79 -0.32
17 H 3.13 -2.46 -1.25
18 H 2.88 -0.63 -1.29

---

This record from OMol25 describes 2 unconnected molecules or ions with the total composition C5H9Br2N2S in a non-equilibrium geometry. The level of theory is ωB97M-V/def2-TZVPD.

Output
**LUMO level**: -0.2072 Ha
**Relative energy (zero: lowest compared OMol25 entry of this formula, charge and spin)**: 65.4 kcal per mole
**HOMO-LUMO gap**: 5.917 eV
**Strongest force on any atom**: 3.48 eV/Å
**Net charge**: +1

Atoms and positions in Å:
1 C -1.83 0.12 -0.65
2 C -0.99 -0.90 -0.59
3 C 3.60 -0.72 0.48
4 C -2.60 0.09 -1.95
5 C -1.28 1.29 1.39
6 N 4.59 -1.27 1.17
7 N -1.83 1.22 0.03
8 S 2.03 -1.05 0.97
9 Br -0.98 -2.70 -0.31
10 Br 3.89 0.70 -0.83
11 H -2.40 1.16 -2.47
12 H -3.65 0.20 -1.78
13 H -2.44 -0.78 -2.70
14 H -2.02 1.14 2.10
15 H -0.62 0.35 1.37
16 H -0.84 2.30 1.32
17 H 4.42 -1.94 1.90
18 H 5.54 -1.04 0.88
19 H -2.59 1.80 -0.33

---

This record from OMol25 describes 2 unconnected molecules or ions with the total composition C5H9Br2P in a non-equilibrium geometry. The level of theory is ωB97M-V/def2-TZVPD.

Output
**LUMO level**: 0.0036 Ha
**Relative energy (zero: lowest compared OMol25 entry of this formula, charge and spin)**: 58.0 kcal per mole
**HOMO-LUMO gap**: 8.963 eV
**Strongest force on any atom**: 3.44 eV/Å
**Net charge**: 0

Atoms and positions in Å:
1 C 0.67 -0.47 2.55
2 C -0.12 0.27 1.80
3 C -0.21 -1.54 -0.85
4 C -1.14 0.84 -1.16
5 C -0.05 -0.06 -0.53
6 P 1.71 0.49 -0.50
7 Br 1.87 0.85 -2.75
8 Br 1.45 2.66 0.08
9 H 0.69 -0.45 3.66
10 H 1.46 -1.01 2.18
11 H -0.99 0.87 1.98
12 H -1.13 -1.72 -0.29
13 H -0.54 -1.90 -1.79
14 H 0.68 -2.00 -0.48
15 H -1.98 0.95 -0.40
16 H -1.47 0.33 -2.02
17 H -0.89 1.89 -1.46

---

This record from OMol25 describes a single C5H9Br2P molecule in a non-equilibrium geometry. The level of theory is ωB97M-V/def2-TZVPD.

Output
**LUMO level**: 0.0045 Ha
**SMILES**: C=CP(Br)C(C)(C)Br
**Relative energy (zero: lowest compared OMol25 entry of this formula, charge and spin)**: 44.9 kcal per mole
**HOMO-LUMO gap**: 8.146 eV
**Strongest force on any atom**: 3.36 eV/Å
**Net charge**: 0

Atoms and positions in Å:
1 C 1.88 2.07 -0.33
2 C 0.77 2.31 -0.99
3 C -0.17 -1.76 -0.57
4 C -0.66 -0.61 1.64
5 C -1.04 -0.81 0.22
6 P -0.68 1.09 -0.96
7 Br -2.87 -1.02 -0.32
8 Br -2.24 2.20 0.07
9 H 2.80 2.58 -0.42
10 H 1.86 1.19 0.38
11 H 0.69 3.15 -1.70
12 H -0.41 -1.84 -1.61
13 H 0.94 -1.51 -0.56
14 H -0.09 -2.79 -0.31
15 H -0.52 -1.57 2.12
16 H -1.37 -0.01 2.27
17 H 0.40 -0.20 1.75

---

This record from OMol25 describes a molecular structure, C5H9Br3O in a non-equilibrium geometry. The level of theory is ωB97M-V/def2-TZVPD.

Output
**LUMO level**: 0.0143 Ha
**Relative energy (zero: lowest compared OMol25 entry of this formula, charge and spin)**: 25.0 kcal per mole
**HOMO-LUMO gap**: 10.427 eV
**Strongest force on any atom**: 3.82 eV/Å
**Net charge**: 0

Atoms and positions in Å:
1 C -0.02 -0.23 1.74
2 C 1.95 -0.18 -1.73
3 C -1.60 0.36 -0.19
4 C -0.02 -0.39 0.23
5 C 1.73 -0.31 -0.25
6 O -1.83 1.55 0.37
7 Br -2.92 -1.03 0.30
8 Br 2.45 -1.99 0.42
9 Br 2.57 1.18 0.68
10 H 0.13 0.81 2.02
11 H 0.77 -0.82 2.22
12 H -0.96 -0.58 2.16
13 H 1.49 -1.02 -2.26
14 H 3.02 -0.18 -1.95
15 H 1.52 0.75 -2.09
16 H -1.65 0.45 -1.28
17 H -0.22 -1.42 -0.07
18 H -1.75 1.51 1.33

---

This record from OMol25 describes a single C5H9BrF2N2 molecule in a non-equilibrium geometry. The level of theory is ωB97M-V/def2-TZVPD.

Output
**LUMO level**: 0.0251 Ha
**SMILES**: [H]/N=C(/C)C(F)(F)[C@@H](Br)NC
**Relative energy (zero: lowest compared OMol25 entry of this formula, charge and spin)**: 9.2 kcal per mole
**HOMO-LUMO gap**: 10.196 eV
**Strongest force on any atom**: 4.92 eV/Å
**Net charge**: 0

Atoms and positions in Å:
1 C -1.98 0.05 1.16
2 C -0.69 -0.36 1.86
3 C 1.81 -0.13 -1.63
4 C -0.46 0.37 -1.41
5 C -1.73 0.63 -0.35
6 N -3.11 0.07 1.70
7 N 0.72 0.42 -0.82
8 F -1.85 1.98 -0.17
9 F -2.89 0.27 -1.01
10 Br -0.67 1.86 -2.77
11 H 0.10 0.37 1.34
12 H -0.53 -1.38 1.60
13 H -0.68 -0.14 2.96
14 H 2.65 0.05 -0.93
15 H 1.51 -1.19 -1.73
16 H 1.78 0.34 -2.64
17 H -0.70 -0.51 -2.13
18 H -3.86 0.45 1.19
19 H 0.97 1.23 -0.33